218
Properties=species:S:1:pos:R:3:forces:R:3:mulliken_charge:R:1 method="wB97M-V/def2-TZVPD" lumo_energy_ev=0.54 e_tot_ha=-3577.245225 mol_weight_da=1142.8 max_force_ha_per_bohr=0.0516 smiles=CC1(C)CCCC(C)(C)N1O.CC1(C)CCCC(C)(C)N1O.CC1(C)CCCC(C)(C)N1O.CC1(C)CCCC(C)(C)N1O.CC1(C)CCCC(C)(C)N1O.COC[C@H](C)N.COC[C@H](C)N.COC[C@H](C)N.COC[C@H](C)N multiplicity=1
C -18.102 0.116 -15.699 0.2 1.7 0.1 0.020
C -17.364 1.522 -15.964 0.3 -1.6 -1.2 2.010
C -17.327 1.707 -17.490 -0.3 0.5 -1.0 -1.653
C -18.703 2.107 -18.047 0.1 1.2 0.6 0.938
C -19.155 3.420 -17.393 0.3 0.4 0.8 -1.532
C -19.156 3.292 -15.864 -1.3 0.1 0.9 1.913
N -17.886 2.746 -15.386 -0.4 0.1 0.2 -0.120
O -18.119 2.431 -14.021 0.3 0.0 0.8 -0.419
C -19.373 4.685 -15.147 -0.8 -1.5 -0.7 -1.965
C -20.329 2.354 -15.461 -1.1 0.9 -0.3 -1.331
C -15.952 1.411 -15.426 0.6 0.3 -0.1 -1.841
H -19.171 0.248 -15.759 0.0 -0.5 -0.4 -0.145
H -17.955 -0.277 -14.710 0.5 0.0 0.6 -0.325
H -17.719 -0.599 -16.414 -0.1 -0.2 -0.2 0.344
H -16.610 2.496 -17.781 -0.2 -0.1 0.3 0.345
H -16.992 0.816 -18.047 0.0 0.0 0.6 0.391
H -19.464 1.364 -17.823 0.0 -0.3 -0.3 -0.623
H -18.670 2.318 -19.106 0.1 -0.5 -0.5 0.505
H -20.150 3.745 -17.691 -0.2 -0.3 -0.1 0.366
H -18.534 4.286 -17.653 0.4 -0.3 -0.2 0.321
H -18.576 5.376 -15.417 -0.2 0.2 0.2 0.424
H -20.394 5.032 -15.371 0.5 0.3 -0.6 0.363
H -19.492 4.511 -14.084 0.7 0.0 0.3 0.430
H -20.246 1.387 -15.911 -0.2 -0.2 -0.4 -0.693
H -20.501 2.168 -14.398 0.4 0.4 0.0 0.597
H -21.257 2.783 -15.886 0.3 -0.1 0.3 0.367
H -16.036 1.157 -14.351 0.6 0.3 -0.5 0.315
H -15.400 2.362 -15.637 -0.5 -0.6 0.6 0.437
H -15.376 0.652 -15.963 -0.2 -0.3 0.2 0.342
H -17.509 2.998 -13.539 0.0 0.1 0.0 0.359
C -19.441 -1.335 -25.384 0.2 -0.5 1.3 -1.824
C -18.842 -1.994 -24.054 0.8 1.0 -1.9 1.280
C -17.287 -1.998 -24.125 -1.2 -0.2 0.7 -1.131
C -16.755 -2.516 -22.796 0.8 1.6 0.7 -0.671
C -17.231 -1.566 -21.646 0.4 1.1 -0.1 -1.181
C -18.766 -1.415 -21.590 -0.3 -2.0 0.0 2.854
N -19.245 -1.104 -22.964 1.0 0.2 0.6 0.232
O -20.644 -1.025 -22.966 -1.0 0.0 0.4 -0.419
C -19.309 -2.763 -20.953 1.3 -0.3 -0.5 -1.607
C -19.195 -0.302 -20.665 0.6 0.5 -0.5 -2.618
C -19.345 -3.397 -24.024 -0.8 -0.8 0.3 -1.740
H -19.067 -1.713 -26.342 0.3 -0.1 0.4 0.392
H -19.231 -0.280 -25.278 -0.1 0.4 -0.3 0.416
H -20.518 -1.512 -25.368 0.1 0.3 -0.1 0.372
H -16.948 -2.652 -24.917 -0.1 -0.1 -0.4 0.431
H -16.941 -0.986 -24.336 0.1 0.1 0.1 0.350
H -15.656 -2.505 -22.870 -0.3 -0.1 0.4 0.377
H -17.053 -3.535 -22.576 -0.1 -0.2 -0.2 0.349
H -16.804 -0.516 -21.737 -0.2 -1.2 -0.3 0.394
H -16.909 -1.909 -20.646 0.0 -0.1 -0.4 0.397
H -20.245 -3.133 -21.324 -0.6 0.2 -0.4 0.419
H -18.573 -3.577 -21.121 -0.5 0.4 0.1 0.194
H -19.403 -2.683 -19.874 0.0 0.3 0.2 0.225
H -18.508 -0.261 -19.823 0.0 0.1 0.2 0.121
H -19.130 0.626 -21.238 0.0 0.2 0.3 0.764
H -20.197 -0.432 -20.294 -0.4 -0.1 0.1 0.035
H -20.436 -3.357 -23.962 0.1 -0.3 -0.2 0.375
H -18.998 -4.059 -23.227 0.1 0.3 0.0 0.313
H -19.028 -3.829 -24.963 -0.2 -0.4 -0.3 0.491
H -20.866 -0.093 -22.806 0.2 -0.3 -0.2 0.326
C -17.354 -1.622 -8.733 0.0 0.0 0.3 -1.857
C -18.681 -1.375 -9.498 1.5 0.3 -0.8 1.821
C -18.346 -0.441 -10.655 0.6 0.6 -0.9 -1.007
C -17.470 -1.090 -11.711 -0.2 -1.9 -0.7 -0.241
C -18.172 -2.342 -12.359 0.0 0.2 0.7 -0.716
C -18.598 -3.329 -11.225 1.2 1.0 0.0 1.688
N -19.256 -2.599 -10.105 0.3 0.2 0.8 1.939
O -19.481 -3.471 -9.017 -1.4 -0.6 0.2 -0.582
C -19.563 -4.364 -11.652 -0.8 -2.3 -1.0 -1.989
C -17.272 -4.017 -10.908 0.1 -1.0 -0.1 -1.809
C -19.652 -0.712 -8.576 0.4 -0.4 0.9 -1.816
H -16.639 -2.048 -9.411 0.5 0.0 -0.1 0.360
H -17.395 -2.289 -7.867 -0.5 0.0 -0.1 0.358
H -16.940 -0.685 -8.335 -0.2 -0.1 -0.3 0.420
H -19.211 -0.061 -11.218 -0.3 -0.3 0.5 -0.695
H -17.802 0.474 -10.353 -0.4 -0.4 0.5 0.648
H -16.487 -1.426 -11.357 -0.2 0.4 0.1 0.472
H -17.302 -0.371 -12.477 0.3 0.6 -0.7 -0.148
H -17.523 -2.943 -13.033 -0.1 0.6 0.4 0.609
H -18.997 -2.022 -12.986 -0.5 0.2 0.1 -0.636
H -19.176 -5.008 -12.471 -0.1 0.8 0.0 0.607
H -19.776 -5.157 -10.918 0.2 0.6 0.4 0.472
H -20.537 -3.985 -11.921 -0.2 0.3 -0.3 -0.175
H -17.320 -4.690 -10.046 0.1 0.1 0.0 0.320
H -17.030 -4.630 -11.793 -0.1 0.0 0.5 0.508
H -16.441 -3.339 -10.823 0.2 0.2 0.3 0.419
H -19.814 -1.385 -7.731 -0.4 0.1 -0.1 0.428
H -20.579 -0.489 -9.090 -0.2 0.3 0.1 0.065
H -19.100 0.135 -8.141 -0.7 0.2 -0.3 0.522
H -18.704 -3.963 -8.736 0.7 0.2 -0.3 0.264
C -28.011 -6.706 -11.718 0.7 0.1 0.6 -2.091
C -26.838 -6.576 -12.687 0.2 0.3 -0.8 1.843
C -26.849 -5.175 -13.364 -0.3 -1.2 0.6 -1.354
C -25.553 -4.893 -14.112 -0.2 0.7 -0.1 3.259
C -24.299 -5.030 -13.243 -0.3 -0.6 -0.1 0.046
C -24.261 -6.440 -12.558 0.2 0.5 -0.4 2.032
N -25.565 -6.673 -11.903 -0.7 -1.0 0.1 0.200
O -25.523 -8.056 -11.458 0.1 -0.1 -0.8 -0.583
C -23.896 -7.458 -13.667 1.0 0.0 0.0 -1.339
C -23.176 -6.467 -11.460 0.0 -0.7 -0.8 -2.058
C -27.120 -7.600 -13.840 0.4 -0.1 0.2 -1.381
H -28.923 -6.435 -12.198 -0.8 -0.1 -0.7 0.384
H -27.958 -6.001 -10.891 0.5 0.0 0.2 0.388
H -28.077 -7.718 -11.315 -0.1 0.1 -0.1 0.450
H -27.752 -5.183 -14.002 0.5 0.2 0.0 0.352
H -27.047 -4.438 -12.584 0.3 0.2 0.0 0.217
H -25.680 -3.857 -14.466 0.6 -0.2 -0.2 -1.385
H -25.411 -5.540 -14.979 -0.4 0.1 -0.1 -0.769
H -24.239 -4.205 -12.541 0.0 -0.1 0.4 -1.421
H -23.409 -4.948 -13.887 -0.2 0.0 0.3 0.464
H -24.628 -7.483 -14.462 0.0 -0.1 0.0 0.027
H -22.949 -7.153 -14.149 -0.3 0.1 0.3 0.503
H -23.675 -8.476 -13.324 -0.5 0.2 0.2 0.332
H -23.419 -5.927 -10.558 -0.2 0.6 0.0 0.433
H -22.996 -7.491 -11.147 -0.1 -0.3 0.0 0.515
H -22.237 -6.142 -11.906 0.1 0.3 0.2 0.252
H -27.128 -8.655 -13.553 0.1 0.2 0.3 0.336
H -26.448 -7.521 -14.697 -0.1 0.2 0.2 -0.033
H -28.117 -7.369 -14.206 -0.2 0.0 0.0 0.478
H -25.566 -8.074 -10.507 0.0 0.5 0.6 0.331
C -24.384 -1.298 -12.276 1.3 0.6 0.4 -0.516
C -23.382 -0.561 -11.245 -0.5 -0.4 -1.0 1.571
C -24.174 0.586 -10.536 0.4 -1.3 -0.6 -1.127
C -25.102 -0.052 -9.497 0.7 0.8 1.7 -0.634
C -24.306 -0.910 -8.442 -0.5 -1.0 -1.8 -1.225
C -23.604 -2.107 -9.220 -1.7 0.8 0.1 1.408
N -22.795 -1.506 -10.277 0.2 0.9 0.5 0.374
O -22.143 -2.532 -10.993 0.6 -0.3 0.3 1.687
C -22.731 -2.919 -8.281 0.8 -0.1 -0.1 -1.790
C -24.717 -3.060 -9.749 0.7 -0.8 -0.1 -1.191
C -22.193 0.033 -12.026 -0.6 -0.1 -0.2 -2.153
H -23.956 -2.255 -12.606 -0.1 0.3 0.3 -1.059
H -24.521 -0.682 -13.172 0.1 0.1 0.2 0.708
H -25.359 -1.463 -11.839 -0.2 -0.1 0.1 -0.046
H -23.500 1.378 -10.158 -0.2 -0.7 0.4 0.314
H -24.729 1.086 -11.334 -0.2 -0.1 0.1 0.397
H -25.925 -0.648 -9.895 0.3 0.1 -0.3 0.304
H -25.591 0.755 -8.957 -0.2 0.1 0.2 0.482
H -25.013 -1.345 -7.737 -0.2 -0.2 0.0 0.435
H -23.623 -0.357 -7.817 0.5 0.5 -0.2 0.372
H -23.331 -3.239 -7.441 -0.2 -0.2 0.3 0.623
H -22.266 -3.811 -8.742 -0.4 0.4 0.0 0.092
H -21.904 -2.324 -7.889 0.0 0.1 0.0 0.160
H -24.259 -3.728 -10.515 -0.4 0.5 0.5 -0.370
H -24.963 -3.708 -8.899 -0.4 0.0 -0.2 0.646
H -25.634 -2.607 -10.157 0.5 -0.1 0.3 0.098
H -21.510 0.533 -11.330 -0.1 0.0 -0.2 0.472
H -22.577 0.739 -12.775 0.2 0.1 0.2 0.717
H -21.653 -0.751 -12.570 0.0 0.1 0.2 -0.217
H -21.278 -2.597 -10.515 -0.3 0.1 -0.7 -0.707
C -21.359 -5.687 -18.660 0.6 0.9 1.5 -1.837
C -22.571 -5.451 -17.764 0.4 0.1 1.1 1.743
C -23.576 -6.461 -18.174 -1.0 -0.4 0.2 -1.647
O -24.756 -6.249 -17.436 -0.3 -0.2 0.1 0.018
C -25.805 -6.970 -18.009 -1.2 0.9 0.2 -0.989
N -22.238 -5.699 -16.308 1.1 0.3 -1.3 -0.669
H -21.622 -5.793 -19.697 -0.2 0.0 -0.4 0.386
H -20.941 -6.613 -18.264 0.5 0.0 -0.3 0.431
H -20.648 -4.833 -18.562 -0.2 -0.8 -0.1 0.345
H -22.961 -4.428 -17.885 -0.2 -0.3 -0.2 -0.141
H -23.271 -7.486 -17.942 0.6 0.0 -0.1 0.446
H -23.840 -6.430 -19.237 0.3 0.3 -0.2 0.545
H -26.078 -6.529 -18.981 -0.2 0.0 0.2 0.352
H -26.623 -6.902 -17.297 -0.4 0.2 -0.2 0.244
H -25.676 -8.021 -18.178 0.8 -0.8 0.0 0.355
H -21.592 -4.989 -15.963 0.1 0.0 -0.2 0.326
H -23.002 -5.661 -15.661 -0.9 0.0 -0.4 -0.270
C -21.288 -1.589 -17.387 -0.9 -0.4 -0.7 0.166
C -21.689 -1.606 -15.949 -0.1 -0.7 1.5 1.714
C -23.116 -2.035 -15.719 -0.4 -0.8 -0.8 0.868
O -23.973 -1.097 -16.341 -0.8 -0.1 0.6 -0.321
C -25.360 -1.362 -16.039 1.0 1.2 -0.3 -0.735
N -20.871 -2.536 -15.116 -0.4 0.4 -0.7 -0.520
H -21.448 -2.596 -17.868 0.6 0.8 0.6 -0.531
H -20.263 -1.215 -17.478 -0.1 -0.1 -0.4 0.367
H -22.025 -0.933 -17.880 0.6 0.1 -0.1 -0.213
H -21.672 -0.615 -15.498 0.4 0.6 -0.3 -0.697
H -23.318 -2.174 -14.649 0.0 0.4 0.0 -1.056
H -23.283 -3.029 -16.166 0.0 0.0 0.0 -0.292
H -25.912 -0.554 -16.511 -0.2 0.0 -0.2 0.433
H -25.530 -1.271 -14.962 -0.1 -0.4 0.0 0.163
H -25.679 -2.299 -16.473 -0.1 -0.4 0.1 0.405
H -19.889 -2.303 -15.241 -0.1 0.0 0.3 0.379
H -21.160 -2.337 -14.162 0.5 -0.3 0.2 -0.378
C -25.084 2.060 -19.216 -0.9 -0.8 -0.2 -1.712
C -23.787 1.386 -18.912 0.7 0.0 1.6 1.559
C -22.857 1.183 -20.039 0.7 0.8 -1.2 0.151
O -23.476 0.481 -21.059 -0.7 -0.3 -1.7 -0.506
C -23.917 -0.811 -20.778 0.4 -1.0 0.6 -0.347
N -22.997 2.035 -17.877 0.3 0.2 1.2 -0.261
H -25.657 1.318 -19.810 0.0 0.8 0.0 0.289
H -25.026 3.039 -19.730 0.0 -0.5 0.4 0.369
H -25.565 2.097 -18.229 -0.3 0.6 -0.4 0.436
H -24.047 0.384 -18.505 0.3 0.5 -0.1 -0.844
H -21.942 0.694 -19.697 0.0 -0.2 0.1 -0.509
H -22.544 2.141 -20.546 -0.3 -0.6 0.8 0.361
H -24.124 -1.341 -21.701 -0.4 0.3 -0.3 0.429
H -24.765 -0.927 -20.068 0.2 0.5 -0.5 0.152
H -23.100 -1.391 -20.350 0.3 -0.1 0.4 -0.037
H -22.907 3.044 -17.965 -0.2 -0.1 -0.4 0.247
H -23.373 1.872 -16.945 0.1 -0.1 -0.3 0.282
C -28.816 -1.903 -13.485 0.2 0.3 -0.7 -1.163
C -28.858 -1.544 -14.976 -1.3 -0.3 0.4 0.667
C -28.418 -2.743 -15.744 0.6 -0.6 1.1 -0.579
O -28.300 -2.415 -17.080 0.3 1.4 -0.3 -0.347
C -28.311 -3.498 -17.928 0.1 -0.9 -1.0 -0.601
N -30.239 -1.215 -15.421 1.0 -0.4 0.5 -0.749
H -29.198 -1.078 -12.907 -0.5 0.1 0.4 0.535
H -27.790 -2.037 -13.156 0.3 -0.1 -0.1 -0.055
H -29.350 -2.832 -13.316 -0.3 0.0 0.2 0.281
H -28.138 -0.751 -15.176 0.1 0.3 0.0 0.031
H -29.109 -3.584 -15.682 -0.4 0.0 0.5 0.952
H -27.486 -3.040 -15.196 -0.1 -0.2 -1.1 -0.283
H -27.463 -4.163 -17.653 -0.5 0.0 -0.6 0.114
H -28.251 -3.131 -18.969 0.5 -0.1 0.5 0.303
H -29.274 -4.044 -17.915 0.3 -0.1 0.4 0.360
H -30.588 -0.422 -14.911 -0.2 0.4 0.0 0.266
H -30.187 -0.997 -16.405 -0.2 0.2 -0.1 0.257